Record 1
DFT (ωB97M-V with the def2-TZVPD basis set) results for a structure of composition C45H45NO2V.

Geometry (Å):
V -0.4336 0.6961 -0.0024
O 0.0152 0.4976 -1.7296
C -0.0459 -0.5074 -2.7239
C -1.3872 -1.2303 -2.5215
C -1.5143 -1.9312 -1.1997
C -1.8403 -3.2772 -1.1800
C -2.0062 -3.9323 0.0272
C -1.8298 -3.2174 1.1953
C -1.4801 -1.8787 1.1247
C -1.1530 -1.1222 2.3721
C 0.3561 -0.7887 2.4191
O 0.6536 0.1459 1.4140
C 1.1168 -2.1011 2.2368
C 1.1240 -3.0380 3.2691
C 1.7054 -4.2814 3.0843
C 2.2910 -4.6025 1.8646
C 2.2993 -3.6680 0.8426
C 1.7141 -2.4206 1.0298
C 0.7456 -0.1486 3.7517
C 2.0609 0.3000 3.8688
C 2.4833 0.9568 5.0111
C 1.5974 1.1689 6.0627
C 0.2969 0.7063 5.9630
C -0.1270 0.0489 4.8117
N -1.3410 -1.2367 -0.0532
C -0.0161 0.2223 -4.0777
C 1.0888 1.0226 -4.3623
C 1.1539 1.7527 -5.5362
C 0.1155 1.6881 -6.4575
C -0.9794 0.8850 -6.1913
C -1.0455 0.1574 -5.0074
C 1.1584 -1.4373 -2.6501
C 1.1381 -2.6672 -3.3028
C 2.2669 -3.4709 -3.3330
C 3.4392 -3.0489 -2.7208
C 3.4681 -1.8245 -2.0721
C 2.3342 -1.0236 -2.0363
H -1.5716 -1.9548 -3.3115
H -2.1702 -0.4704 -2.5965
H -1.9601 -3.8021 -2.1171
H -2.2584 -4.9839 0.0538
H -1.9229 -3.6879 2.1635
H -1.4215 -1.7336 3.2325
H -1.7263 -0.1986 2.4292
H 0.6838 -2.7903 4.2289
H 1.7096 -4.9984 3.8949
H 2.7470 -5.5730 1.7201
H 2.7604 -3.8991 -0.1092
H 1.7251 -1.6945 0.2312
H 2.7477 0.1352 3.0475
H 3.5066 1.3008 5.0882
H 1.9279 1.6813 6.9563
H -0.3967 0.8524 6.7810
H -1.1509 -0.3007 4.7649
H 1.9111 1.0663 -3.6588
H 2.0216 2.3668 -5.7395
H 0.1678 2.2531 -7.3785
H -1.7910 0.8176 -6.9039
H -1.9185 -0.4569 -4.8344
H 0.2451 -2.9981 -3.8188
H 2.2344 -4.4227 -3.8469
H 4.3245 -3.6700 -2.7537
H 4.3759 -1.4864 -1.5891
H 2.3669 -0.0696 -1.5252
C -0.1984 3.1014 3.0994
C -0.7238 2.8074 1.7245
C 0.0952 3.1451 0.6257
C 1.5196 3.5676 0.8645
C -0.4361 3.1280 -0.6687
C 0.3436 3.6873 -1.8249
C -1.7271 2.5818 -0.8900
C -2.2697 2.5027 -2.2928
C -2.4769 2.0920 0.1923
C -3.8599 1.5357 -0.0562
C -1.9814 2.2365 1.5137
C -2.8494 1.8703 2.6929
H 0.5178 2.3420 3.4175
H -0.9872 3.1547 3.8423
H 0.3191 4.0602 3.0966
H 1.5848 4.6334 1.0972
H 2.1383 3.3768 -0.0089
H 1.9434 3.0150 1.7014
H 0.8992 2.8970 -2.3355
H 1.0414 4.4526 -1.4946
H -0.3206 4.1423 -2.5551
H -2.8429 3.4031 -2.5308
H -2.9325 1.6496 -2.4183
H -1.4709 2.3962 -3.0208
H -3.8300 0.4671 -0.2848
H -4.3321 2.0416 -0.8948
H -4.5082 1.6720 0.8033
H -3.4754 2.7246 2.9652
H -2.2566 1.6015 3.5631
H -3.5138 1.0378 2.4766

Force components x, y, z for each atom (eV/Å):
V -0.0724 0.1096 0.9583
O 0.6856 -0.1301 -0.1761
C -0.3784 0.1226 -0.0893
C 0.0864 0.0581 0.0822
C -0.0307 -0.0057 -0.0029
C 0.0044 -0.0167 0.0160
C 0.0136 0.0577 0.0083
C 0.0093 -0.0071 -0.0462
C -0.0160 -0.0024 -0.0072
C 0.0373 -0.0882 0.0138
C -0.0095 -0.1012 0.3608
O -0.3136 0.1073 -0.8679
C -0.0100 -0.0104 0.0355
C 0.0126 0.0000 -0.0143
C 0.0055 -0.0051 -0.0210
C -0.0027 -0.0042 0.0302
C 0.0089 0.0165 -0.0303
C 0.0078 -0.0248 0.0014
C 0.0231 0.0135 -0.0706
C 0.0059 0.0191 0.0487
C 0.0095 -0.0125 -0.0302
C -0.0169 -0.0009 0.0073
C 0.0056 0.0166 0.0301
C -0.0170 -0.0278 -0.0216
N 0.0614 -0.0884 0.0101
C -0.0131 -0.0059 0.0651
C 0.0008 0.0131 -0.0226
C 0.0237 0.0002 0.0208
C -0.0124 -0.0070 -0.0029
C -0.0026 0.0050 -0.0125
C 0.0031 -0.0166 0.0003
C -0.0397 -0.0049 -0.0284
C 0.0272 0.0190 0.0050
C -0.0023 0.0000 0.0077
C -0.0042 -0.0052 -0.0140
C 0.0156 0.0244 0.0121
C 0.0185 -0.0247 -0.0139
H 0.0103 -0.0063 0.0070
H 0.0074 -0.0087 0.0010
H -0.0002 -0.0023 0.0006
H -0.0004 -0.0015 0.0036
H 0.0003 -0.0044 0.0007
H -0.0102 -0.0212 -0.0308
H 0.0270 -0.0063 -0.0093
H -0.0034 0.0064 0.0010
H 0.0031 -0.0072 0.0000
H 0.0009 -0.0033 0.0026
H -0.0013 -0.0056 0.0086
H -0.0121 -0.0035 0.0193
H 0.0006 0.0003 -0.0020
H 0.0027 0.0001 -0.0006
H -0.0072 -0.0002 0.0080
H 0.0055 0.0035 0.0068
H 0.0122 0.0037 -0.0021
H -0.0043 0.0008 -0.0049
H 0.0020 0.0024 -0.0009
H -0.0035 0.0005 -0.0033
H 0.0023 0.0030 -0.0034
H -0.0061 -0.0043 0.0043
H -0.0009 -0.0025 -0.0049
H 0.0008 -0.0026 0.0001
H 0.0026 -0.0019 0.0034
H 0.0072 -0.0073 0.0007
H -0.0117 -0.0026 -0.0070
C 0.0042 -0.0092 0.0115
C 0.1642 0.0083 0.0601
C 0.0018 0.0228 -0.0815
C 0.0060 -0.0156 0.0383
C -0.2413 -0.0364 -0.1674
C 0.0515 -0.0205 0.0029
C 0.1430 0.0394 -0.0979
C 0.0073 -0.0143 0.0034
C -0.0845 0.0537 -0.0506
C -0.0170 0.0211 0.0002
C -0.0980 -0.0486 0.0255
C -0.0467 0.0456 -0.0049
H 0.0021 0.0185 0.0032
H -0.0139 -0.0024 0.0002
H -0.0060 -0.0014 0.0020
H 0.0025 0.0034 -0.0012
H 0.0036 0.0030 0.0103
H 0.0013 -0.0002 0.0031
H -0.0189 0.0165 -0.0041
H 0.0041 -0.0198 -0.0042
H -0.0151 0.0124 -0.0055
H 0.0113 0.0065 -0.0131
H -0.0017 0.0224 -0.0018
H 0.0055 0.0064 -0.0107
H -0.0113 -0.0059 0.0019
H -0.0011 -0.0173 0.0167
H 0.0023 0.0020 0.0252
H -0.0038 -0.0125 0.0206
H 0.0027 0.0103 -0.0022
H -0.0020 -0.0102 -0.0203

Computed properties:
Charge: +1
2S+1: 3
LUMO level (alpha / beta): -2.5 / -2.6 eV


Record 2
DFT (ωB97M-V with the def2-TZVPD basis set) results for a structure of composition C45H47MnN5O7S at a distorted geometry.

Geometry (Å):
Mn 0.1687 -1.5555 -0.5830
O 0.9296 -7.1470 -3.0677
C 0.8019 -6.0223 -2.6681
C 1.8685 -5.1963 -1.9439
O 3.0300 -5.5042 -1.7822
C 1.1691 -3.9837 -1.5310
C -0.1299 -3.9668 -1.9958
O -0.8651 -2.9293 -1.7218
C -0.4562 -5.1595 -2.7636
O -1.4763 -5.4307 -3.3615
O 1.6044 -2.9689 -0.8595
O -2.2987 -1.3583 -0.2168
S -3.2450 -1.8546 -1.2903
C -2.8705 -0.9414 -2.8538
C -2.6716 -1.8168 -4.0601
C -3.7708 -2.4061 -4.6776
C -3.6042 -3.2629 -5.7573
C -2.3300 -3.5375 -6.2332
C -1.2275 -2.9354 -5.6387
C -1.4013 -2.0768 -4.5651
C -4.8177 -0.9926 -0.8927
C -4.7397 0.4975 -0.7479
C -4.1241 1.0822 0.3602
C -4.0584 2.4642 0.4805
C -4.6031 3.2842 -0.5016
C -5.2204 2.7130 -1.6064
C -5.2854 1.3307 -1.7239
H -1.9761 -0.3872 -2.5820
H -3.6904 -0.2448 -3.0140
H -4.7704 -2.2063 -4.2976
H -4.4685 -3.7249 -6.2202
H -2.1945 -4.2235 -7.0606
H -0.2288 -3.1529 -5.9986
H -0.5387 -1.6212 -4.0990
H -5.1306 -1.4759 0.0341
H -5.5025 -1.2886 -1.6911
H -3.7075 0.4431 1.1291
H -3.5954 2.9052 1.3560
H -4.5711 4.3630 -0.3970
H -5.6672 3.3413 -2.3666
H -5.7971 0.8894 -2.5745
C 1.1710 -3.4524 7.7011
C 1.1536 -2.8965 6.3041
C 2.0059 -1.8585 5.9378
C 2.0050 -1.3418 4.6548
C 2.9898 -0.2380 4.3204
C 1.1125 -1.8801 3.7022
C 1.0584 -1.2247 2.4064
O 0.3769 -1.5765 1.4642
C 0.2611 -2.9575 4.0439
C -0.6707 -3.6321 3.0685
C 0.3038 -3.4338 5.3455
H 1.7213 -2.8041 8.3821
H 1.6480 -4.4351 7.7103
H 0.1570 -3.5787 8.0824
H 2.6887 -1.4482 6.6742
H 3.6928 -0.1121 5.1421
H 2.4928 0.7236 4.1657
H 3.5651 -0.4644 3.4216
H 1.6850 -0.3283 2.2883
H -1.1475 -2.9386 2.3847
H -1.4386 -4.1846 3.6101
H -0.1133 -4.3444 2.4535
H -0.3560 -4.2508 5.6213
N 6.5195 7.2983 -1.9399
C 6.0267 6.2748 -1.7679
C 5.4063 4.9854 -1.5484
C 4.0259 4.8528 -1.6436
C 3.4320 3.6222 -1.4309
C 4.2169 2.5156 -1.1361
C 5.5946 2.6405 -1.0453
C 6.1872 3.8753 -1.2457
N 3.5963 1.2594 -0.9159
C 4.0319 0.2424 -0.0772
C 3.0995 -0.7399 -0.1786
N 2.1036 -0.3493 -1.0560
C 2.4343 0.8330 -1.4807
H 3.4200 5.7197 -1.8730
H 2.3536 3.5247 -1.4766
H 6.2070 1.7718 -0.8394
H 7.2621 3.9797 -1.1791
H 4.9310 0.3205 0.5118
H 3.0827 -1.7199 0.2734
H 1.8998 1.4104 -2.2209
C -1.1022 5.1286 1.1984
C -0.4470 4.3354 0.0751
N -0.2609 2.9215 0.3990
C 0.4099 2.6007 1.6556
C -0.5050 2.1588 2.7958
C -0.4616 1.9195 -0.5199
C -0.7149 2.3091 -1.9524
N -0.4192 0.6705 -0.2306
H -1.2671 6.1553 0.8653
H -0.4803 5.1711 2.0943
H -2.0681 4.6954 1.4649
H 0.5174 4.7958 -0.1753
H -1.0838 4.4030 -0.8017
H 0.9744 3.4844 1.9587
H 1.1474 1.8194 1.4456
H -1.1180 2.9869 3.1519
H 0.0915 1.7939 3.6376
H -1.1754 1.3559 2.4825
H -0.0698 3.1255 -2.2864
H -1.7557 2.6216 -2.0778
H -0.5486 1.4367 -2.5807
H -0.3941 0.5100 0.7698

Force components x, y, z for each atom (eV/Å):
Mn -0.0869 0.2513 -1.1390
O 0.0229 -0.0989 -0.1017
C 0.0105 0.0244 0.0543
C 0.1127 -0.0159 -0.0459
O -0.0372 -0.0290 0.0486
C 0.2664 0.3293 0.2004
C -0.2956 0.1363 -0.1303
O 0.1899 0.5474 -0.1111
C -0.0591 0.0608 0.0242
O -0.0393 -0.0728 0.0042
O -0.1037 -0.3305 0.6106
O -0.2189 0.0121 -0.0985
S 0.1996 -0.0568 0.2198
C 0.0644 -0.1023 0.0692
C -0.0502 -0.1135 0.1220
C -0.0312 -0.0237 0.0562
C 0.0355 0.0136 0.0065
C 0.0111 0.0455 0.0212
C -0.1084 0.0018 -0.0395
C -0.0169 -0.0018 -0.0167
C 0.1179 -0.0406 -0.0005
C 0.0424 0.0321 -0.0259
C -0.0055 -0.0193 -0.0137
C 0.0014 -0.0316 -0.0344
C 0.0161 -0.0167 -0.0053
C 0.0326 -0.0394 0.0447
C -0.0569 -0.0157 -0.0072
H 0.0995 0.0883 -0.0479
H 0.0544 0.1109 -0.0149
H 0.0640 -0.0197 -0.0427
H 0.0433 0.0183 0.0380
H -0.0055 0.0282 0.0463
H -0.0460 0.0205 0.0074
H 0.0566 -0.0088 0.0926
H -0.0383 0.0334 -0.0149
H -0.0496 0.0035 0.0635
H 0.0235 0.0191 -0.0466
H 0.0000 -0.0426 -0.0179
H 0.0210 -0.0456 0.0099
H 0.0143 -0.0156 0.0020
H 0.0581 0.0303 0.0302
C 0.0151 0.0070 -0.0503
C 0.0554 0.0091 0.0365
C 0.0422 -0.0347 0.0556
C 0.0670 0.0348 -0.0563
C -0.1224 -0.0549 0.0362
C -0.1396 0.1526 0.1494
C 0.4039 0.1165 0.3367
O -0.1632 -0.3063 -0.6810
C -0.0513 -0.0113 -0.1158
C 0.0457 0.0243 0.0969
C -0.0538 -0.0079 0.0207
H -0.0163 -0.0126 -0.0173
H -0.0108 0.0197 0.0050
H 0.0162 0.0011 -0.0039
H -0.0162 -0.0184 -0.0232
H -0.0172 -0.0060 -0.0018
H 0.0018 -0.0243 -0.0126
H -0.0011 0.0083 0.0318
H 0.0835 -0.0502 -0.0078
H -0.0619 0.0300 0.0050
H 0.0692 -0.0185 0.0101
H -0.0025 0.0696 -0.0305
H 0.0369 0.0382 -0.0158
N -0.0317 -0.0437 0.0089
C -0.1107 -0.2631 0.0603
C 0.1562 0.2611 -0.0562
C -0.1340 0.0408 -0.0371
C -0.1170 0.1235 -0.0089
C -0.1322 -0.2077 0.0417
C 0.1631 -0.0167 -0.0025
C 0.1068 -0.0528 0.0307
N 0.1916 0.1475 -0.0455
C -0.1457 0.0996 -0.0738
C 0.1434 -0.0049 -0.0711
N -0.3099 -0.7665 0.5898
C 0.0270 0.2051 -0.1161
H 0.0047 -0.0322 -0.0009
H 0.0462 0.0203 0.0269
H -0.0253 0.0426 -0.0183
H -0.0296 -0.0174 -0.0037
H -0.0693 0.0240 -0.0838
H -0.0316 0.0769 -0.0889
H 0.0315 -0.0220 0.1358
C -0.0288 0.0117 -0.0111
C -0.0280 -0.0940 0.1061
N -0.0697 0.0077 0.0061
C -0.0326 -0.0129 -0.0902
C 0.0099 0.0009 -0.0123
C -0.0105 0.0101 -0.0664
C 0.0123 0.0179 0.0408
N -0.1036 -0.2361 0.1552
H 0.0089 -0.0469 0.0253
H -0.0388 -0.0130 -0.0359
H 0.0411 0.0252 -0.0110
H 0.0326 0.0146 -0.0205
H 0.0142 0.0001 -0.0432
H 0.0294 -0.0006 0.0016
H 0.0274 -0.0359 -0.0132
H -0.0218 -0.0244 -0.0149
H -0.0430 0.0335 -0.0462
H 0.0026 0.0168 0.0257
H -0.0514 -0.0440 0.0033
H 0.0290 -0.0029 0.0025
H -0.0334 -0.0155 0.0282
H 0.0307 0.1409 0.0980

Computed properties:
Charge: 0
2S+1: 2
LUMO level (alpha / beta): -0.8 / -0.8 eV